Record 1
Formula: C5H9I
Source: the Open Molecules 2025 dataset
Level of theory: wB97M-V/def2-TZVPD

Output
E_HOMO (spin up / spin down): -0.3063 / -0.3063 Eh
Molar mass: 196.03 g/mol
Energy above the lowest of the compared OMol25 structures with the same formula, charge and spin: 627.5 kJ/mol
E: -493.34821 Eh
LUMO energy (spin up / spin down): -0.97 / -0.97 eV

```
15
Properties=species:S:1:pos:R:3:forces:R:3:lowdin_charge:R:1
C 1.082973 -0.252372 -0.423159 0.393 4.078 -4.822 -0.26
C -1.238968 0.566218 0.653250 -0.750 2.172 0.650 -0.60
C -1.500703 2.122160 0.460112 1.092 -0.835 0.227 -0.26
C 1.283198 -1.232950 0.471275 0.728 -4.371 5.233 -0.29
C 1.003781 -1.699971 -0.940840 -1.590 -0.173 0.728 -0.13
I -2.736262 -0.636621 -0.129680 -0.214 0.173 -0.196 0.79
H 2.135684 0.266482 -0.513541 -2.898 0.153 -0.968 0.15
H -0.807701 2.541118 -0.330016 -0.544 -0.481 1.078 0.09
H -2.466929 2.518091 0.302980 -1.590 -0.390 -1.276 0.02
H -1.387302 2.640453 1.426338 1.273 -0.489 -0.015 0.06
H 0.414544 -1.366169 1.180024 1.492 -0.182 -0.141 0.11
H 2.407986 -1.243946 0.803163 -2.592 -0.744 0.052 0.15
H -0.012936 0.221370 -0.397837 2.650 -0.166 -0.265 0.01
H 1.807170 -2.218383 -1.365822 1.152 -0.105 -1.015 0.06
H 0.015471 -2.225474 -1.196251 1.398 1.360 0.731 0.09
```
Positions in Å, forces in eV/Å.

---

Record 2
Formula: C24H22N4O3
Source: the Open Molecules 2025 dataset
Level of theory: wB97M-V/def2-TZVPD

Output
E_HOMO: -0.2594 Eh
Molar mass: 414.46 g/mol
Energy above the lowest of the compared OMol25 structures with the same formula, charge and spin: 2317.1 kJ/mol
E: -1371.71047 Eh
LUMO energy: -0.27 eV
Structure (SMILES): COc1ccc(Nc2cc(C(=O)NCc3cccnc3)c3ccccc3n2)c(OC)c1

```
53
Properties=species:S:1:pos:R:3:forces:R:3:lowdin_charge:R:1
C -6.235732 -3.586215 1.183545 2.038 0.980 -8.144 0.09
O -6.268001 -2.312858 0.323087 -8.669 -7.738 1.026 -0.01
C -5.346290 -1.536530 0.338734 3.364 5.321 -2.513 -0.41
C -4.191693 -1.828057 0.916327 1.850 4.095 -0.574 -0.02
C -3.302797 -0.748371 1.049974 -1.314 -0.976 -1.116 -0.06
C -3.514847 0.341466 0.383533 -0.295 7.619 -5.851 -0.18
N -2.564321 1.465609 0.250085 1.433 0.303 -0.334 0.07
C -1.102105 1.289462 0.266424 -4.955 10.258 1.162 -0.28
C -0.323694 0.259014 0.102535 -3.671 -8.386 -2.469 -0.03
C 0.952640 0.438801 -0.037400 4.305 -2.385 3.943 -0.12
C 1.748538 -0.848566 -0.002257 -3.133 -7.569 3.777 -0.30
O 1.391221 -2.056142 0.769549 1.723 6.880 -3.782 -0.17
N 2.684218 -0.989451 -0.876006 1.464 5.238 -4.719 0.03
C 3.538596 -2.064137 -1.332219 0.828 -0.667 12.315 -0.03
C 4.972855 -1.662108 -0.666717 -10.548 -4.031 3.119 -0.27
C 6.008305 -1.419351 -1.268700 5.712 1.176 -15.467 -0.20
C 7.259654 -1.076475 -1.161171 -8.816 -2.272 16.257 0.05
C 7.375937 -0.789042 0.427693 -1.955 -4.906 -1.148 0.02
N 6.291429 -1.302983 1.211975 3.091 1.833 -1.214 0.02
C 5.143128 -1.712454 0.661652 -2.031 2.035 6.354 -0.14
C 1.552259 1.557271 0.620579 3.605 2.257 -4.169 -0.07
C 2.990574 1.756417 0.734110 -3.328 -3.742 0.695 -0.04
C 3.435369 2.975146 1.017792 8.508 -4.240 -1.219 -0.14
C 2.707477 4.025796 0.734044 1.061 4.940 2.886 -0.10
C 1.374399 3.978728 0.748761 10.134 -12.819 -0.523 0.01
C 0.900117 2.778041 0.394194 -7.572 -4.995 2.796 -0.14
N -0.578334 2.568050 0.407956 1.843 -0.838 -1.038 0.17
C -4.667896 0.650176 -0.596002 -0.971 -0.534 2.664 -0.08
O -4.827544 1.992228 -1.163209 0.256 -3.993 0.450 -0.15
C -6.080469 2.131433 -1.963868 3.744 -3.303 -0.915 -0.02
C -5.667707 -0.325245 -0.490035 8.334 0.358 3.363 0.10
H -7.049783 -4.159787 0.930018 -2.377 -0.592 0.101 0.07
H -5.406508 -4.134995 0.707113 0.089 0.020 0.554 0.11
H -5.992192 -3.313640 2.068502 0.934 1.450 6.169 0.03
H -4.004429 -2.466640 1.635944 0.196 -4.077 2.854 0.06
H -2.479074 -0.702498 1.632712 2.505 -0.597 2.027 0.10
H -2.846865 2.510459 -0.153086 0.841 -4.145 1.691 0.20
H -0.904078 -0.875198 -0.102138 2.138 3.428 0.573 0.22
H 2.845915 0.044825 -1.444939 -0.373 -3.922 1.869 0.26
H 3.505536 -2.285938 -2.250647 -0.060 -1.061 -7.200 0.03
H 3.115659 -3.049884 -0.653665 1.191 2.721 -2.015 0.20
H 5.868294 -1.472784 -2.590339 -0.199 -0.116 3.180 0.19
H 7.967800 -0.748793 -1.525100 11.877 5.100 -8.195 -0.04
H 8.344261 -0.787946 1.027605 -1.340 0.816 -0.966 0.10
H 4.228226 -1.711071 1.627181 2.487 -0.802 -3.542 0.21
H 3.513125 0.820931 0.664598 1.045 0.138 0.421 0.09
H 4.770572 2.906843 1.031899 -4.218 1.045 0.282 0.20
H 3.295770 4.888982 1.008554 -0.586 1.131 -0.647 0.12
H 0.898703 4.654992 0.664437 -11.073 15.686 -1.448 -0.01
H -6.803276 1.882025 -1.285175 -2.560 0.549 1.540 0.04
H -5.836911 3.098295 -2.294505 -1.167 1.245 -0.916 0.08
H -6.169919 1.265300 -2.761394 0.572 2.021 1.040 0.13
H -6.516087 -0.313105 -0.922561 -5.955 0.061 -2.987 0.03
```
Positions in Å, forces in eV/Å.

---

Record 3
Formula: C30H28NO
Source: the Open Molecules 2025 dataset
Level of theory: wB97M-V/def2-TZVPD

Output
E_HOMO: -0.3802 Eh
Molar mass: 418.56 g/mol
Net charge: +1
Energy above the lowest of the compared OMol25 structures with the same formula, charge and spin: 91.6 kJ/mol
E: -1289.71353 Eh
LUMO energy: -5.65 eV

```
60
Properties=species:S:1:pos:R:3:forces:R:3:lowdin_charge:R:1
C -0.180287 -3.970674 2.392065 -0.234 0.138 0.098 -0.10
C 0.260625 -2.755948 2.923157 -0.105 -0.074 -0.199 -0.09
C 1.063522 -1.917345 2.155256 -0.014 -0.301 -0.294 -0.04
C 1.435752 -2.312491 0.871286 0.150 0.138 0.031 -0.21
C 2.405423 -1.470421 0.082784 0.763 0.343 0.162 -0.31
C 3.791231 -2.180832 -0.089185 -0.183 0.002 -0.152 -0.11
C 4.208453 -1.983651 -1.557643 0.081 0.560 -0.029 -0.15
C 2.977656 -1.405371 -2.283598 0.232 -0.203 -0.660 -0.22
N 2.000111 -1.171668 -1.262913 -0.574 -0.350 0.031 -0.03
C 0.977834 -3.511971 0.331192 -0.273 -0.169 0.101 -0.04
C 0.149726 -4.339164 1.085467 0.098 0.194 -0.050 -0.08
H -0.834278 -4.607199 2.988039 0.189 0.096 -0.130 0.11
H -0.056292 -2.430741 3.911530 0.090 -0.213 -0.079 0.11
H 1.415483 -0.951663 2.522974 -0.097 -0.259 0.054 0.11
H 2.593561 -0.539350 0.648756 -0.131 -0.151 0.066 0.13
H 4.509231 -1.734867 0.603891 -0.055 -0.209 -0.083 0.11
H 3.736450 -3.255526 0.113539 -0.204 0.268 0.212 0.11
H 5.005616 -1.233743 -1.640322 0.027 -0.428 0.077 0.11
H 4.543352 -2.925538 -2.010799 -0.015 0.373 0.112 0.11
H 3.258330 -0.473603 -2.802940 -0.104 -0.267 -0.050 0.10
H 2.617932 -2.131620 -3.032825 0.027 0.306 0.036 0.11
H 1.158561 -0.654203 -1.463205 0.292 -0.082 0.131 0.09
H 1.268486 -3.780671 -0.689390 -0.124 0.073 0.345 0.12
H -0.260201 -5.245844 0.637846 0.198 0.138 0.255 0.11
C -1.847213 2.134948 -6.676585 0.286 0.179 -0.354 -0.04
O -0.769076 2.580754 -5.819974 -0.301 -0.797 1.364 -0.05
C -0.712340 2.065420 -4.564140 -0.335 0.487 -0.549 -0.22
C 0.235902 2.632193 -3.667882 -0.294 -0.261 -0.035 0.04
C 0.251379 2.214337 -2.352568 -0.231 0.314 -0.512 0.00
C -0.697811 1.270326 -1.873957 0.404 -0.543 0.471 -0.15
C -0.813077 0.962810 -0.473518 -0.562 -0.067 -1.055 0.03
C -1.428633 -0.222579 0.093038 -0.214 0.166 1.487 -0.10
C -1.684555 0.045298 1.487797 -0.633 -0.984 -0.976 -0.10
C -2.476559 -0.789516 2.251819 0.510 0.547 0.020 0.01
C -2.950012 -1.972582 1.674456 0.347 -0.328 -0.656 -0.02
C -2.598702 -2.307652 0.353956 -0.221 -0.042 0.456 -0.04
C -1.831517 -1.443672 -0.435363 -0.022 -0.193 -0.314 0.00
C -1.169024 1.367764 1.797453 0.004 1.391 -0.194 -0.10
C -0.641665 1.929907 0.588096 -0.063 0.099 1.323 -0.09
C -0.320416 3.284892 0.549152 -0.137 0.064 0.213 0.02
C -0.495593 4.055681 1.705685 -0.090 -0.125 0.485 -0.04
C -1.009937 3.489144 2.889844 0.453 0.267 -0.520 -0.02
C -1.374892 2.136510 2.933953 0.314 -0.484 -0.518 0.02
C -1.577173 0.670413 -2.805654 -0.123 -0.224 -0.235 0.02
C -1.602330 1.060966 -4.126472 -0.052 0.267 -0.262 0.02
H -1.669648 2.731688 -7.571776 -0.306 -0.264 0.003 0.10
H -1.779985 1.062097 -6.910990 0.193 0.348 0.080 0.10
H -2.848786 2.342997 -6.268712 0.469 0.136 0.073 0.11
H 0.880598 3.433389 -4.030223 -0.026 -0.391 0.080 0.14
H 0.999945 2.609668 -1.673683 -0.103 -0.062 -0.155 0.12
H -2.697364 -0.508821 3.285325 -0.040 -0.291 -0.342 0.13
H -3.547077 -2.668298 2.268815 0.145 0.257 -0.261 0.12
H -2.939568 -3.262654 -0.052594 0.187 0.360 0.097 0.12
H -1.552094 -1.725313 -1.454052 -0.131 -0.042 0.395 0.12
H 0.012928 3.747768 -0.373248 -0.087 0.089 0.275 0.11
H -0.245892 5.119701 1.688736 -0.081 -0.417 0.001 0.12
H -1.117538 4.111124 3.781051 -0.055 -0.159 -0.344 0.12
H -1.820037 1.672174 3.814463 0.115 0.332 -0.145 0.12
H -2.294571 -0.083957 -2.488015 0.120 0.389 0.054 0.12
H -2.360219 0.673039 -4.822035 0.525 0.056 0.565 0.12
```
Positions in Å, forces in eV/Å.

---

Record 4
Formula: C4H5N3
Source: the Open Molecules 2025 dataset
Level of theory: wB97M-V/def2-TZVPD

Output
E_HOMO: -0.3637 Eh
Molar mass: 95.10 g/mol
Energy above the lowest of the compared OMol25 structures with the same formula, charge and spin: 165.4 kJ/mol
E: -319.64921 Eh
LUMO energy: 0.70 eV
Structure (SMILES): N#C[C@H]1CN=CN1

```
12
Properties=species:S:1:pos:R:3:forces:R:3:lowdin_charge:R:1
N 2.169736 -0.820980 1.532714 -1.253 0.411 -0.593 0.14
C 1.361613 -0.523538 0.754788 1.365 -0.426 -1.172 -0.16
C 0.600394 -0.110996 -0.538916 0.502 -0.423 0.627 -0.29
C -0.703171 -0.930886 -0.573382 0.220 -0.276 0.183 -0.18
N -1.578558 -0.171637 0.328582 0.246 0.293 0.283 0.06
C -1.018113 0.959569 0.497446 -0.261 0.021 0.031 -0.22
N 0.109592 1.223047 -0.300406 0.006 0.108 0.156 0.02
H 1.249410 -0.169843 -1.424400 -0.080 -0.180 0.519 0.15
H -1.173956 -1.146062 -1.546446 0.344 0.479 0.190 0.12
H -0.442668 -1.878387 -0.115798 -0.463 -0.367 -0.039 0.10
H -1.331164 1.678503 1.247121 -0.268 0.142 -0.347 0.12
H 0.832916 1.836643 0.052015 -0.358 0.219 0.162 0.13
```
Positions in Å, forces in eV/Å.